# 1
15
Properties=species:S:1:pos:R:3:lowdin_charge:R:1 method="wB97M-V/def2-TZVPD" charge=0 homo_lumo_gap_ev=9.88 lumo_ev=0.75 fmax_ev_per_a=2.30 smiles=O[C@H]1C[C@@]2(O)C[C@@H]12 relative_energy_ev=4.1050 e_tot_ev=-9405.727
O 2.065 0.113 -0.639 -0.016
C 1.116 0.281 0.389 -0.342
C 0.018 1.292 -0.003 -0.012
C -1.028 0.155 0.015 -0.502
O -2.263 0.417 0.576 0.037
C -0.714 -0.926 -0.931 0.027
C 0.039 -0.754 0.506 -0.133
H 2.652 -0.614 -0.398 0.100
H 1.588 0.457 1.359 0.147
H -0.166 1.990 0.819 0.123
H 0.183 1.839 -0.933 0.121
H -2.869 -0.243 0.220 0.102
H -0.352 -1.897 -0.509 0.110
H -0.098 -0.642 -1.774 0.088
H -0.172 -1.468 1.302 0.150

---

# 2
98
Properties=species:S:1:pos:R:3:lowdin_charge:R:1 method="wB97M-V/def2-TZVPD" charge=-1 homo_lumo_gap_ev=4.26 lumo_ev=1.11 fmax_ev_per_a=0.74 relative_energy_ev=0.0450 e_tot_ev=-65883.855
Rb 0.819 -0.277 -0.951 0.709
C 4.044 0.415 2.155 -0.069
C 4.334 1.699 1.376 -0.363
C 5.438 1.431 0.347 -0.078
C 3.085 2.301 0.741 -0.194
C 1.826 2.180 1.328 -0.050
C 0.691 2.734 0.745 -0.055
C 0.769 3.447 -0.444 -0.285
C -0.455 4.032 -1.100 -0.032
C 2.029 3.605 -1.015 -0.063
C 3.160 3.041 -0.442 -0.038
H 4.971 0.021 2.577 0.083
H 3.622 -0.353 1.502 0.090
H 3.354 0.573 2.983 0.062
H 4.716 2.441 2.087 0.141
H 5.044 0.867 -0.503 0.091
H 6.233 0.838 0.800 0.076
H 5.889 2.351 -0.029 0.070
H 1.699 1.627 2.250 0.103
H -0.272 2.578 1.219 0.122
H -0.393 5.122 -1.135 0.082
H -1.360 3.758 -0.559 0.078
H -0.553 3.675 -2.128 0.076
H 2.120 4.171 -1.936 0.102
H 4.116 3.181 -0.931 0.100
O 3.541 5.561 -5.670 0.112
C 2.655 4.854 -6.411 -0.480
O 2.448 5.176 -7.547 0.118
C 1.978 3.704 -5.740 -0.139
C 2.451 3.104 -4.576 -0.026
C 1.762 2.056 -3.995 -0.013
C 0.594 1.564 -4.574 -0.252
C 0.120 2.168 -5.741 -0.002
C 0.810 3.218 -6.316 -0.004
N -0.059 0.525 -3.893 0.087
C -0.810 -0.299 -4.487 -0.070
C -1.537 -1.357 -3.760 -0.269
C -2.329 -2.256 -4.453 -0.022
C -2.954 -3.276 -3.742 -0.055
C -2.759 -3.354 -2.379 -0.032
C -1.964 -2.386 -1.766 -0.125
N -1.371 -1.415 -2.438 0.051
H 3.539 5.248 -4.756 0.089
H 3.381 3.422 -4.115 0.116
H 2.122 1.591 -3.084 0.097
H -0.809 1.828 -6.181 0.110
H 0.448 3.691 -7.219 0.123
H -0.930 -0.294 -5.577 0.126
H -2.444 -2.165 -5.526 0.107
H -3.569 -4.004 -4.255 0.106
H -3.197 -4.146 -1.789 0.113
H -1.796 -2.397 -0.691 0.106
C -4.645 1.190 -1.060 -0.062
C -4.238 0.464 0.202 -0.309
C -5.197 0.123 1.164 -0.073
C -4.789 -0.564 2.305 -0.310
C -5.804 -0.936 3.360 -0.073
C -3.459 -0.919 2.492 -0.020
C -2.439 -0.600 1.537 -0.325
C -2.921 0.121 0.397 -0.046
N -1.132 -0.880 1.559 0.031
C -0.508 -1.652 2.612 -0.491
C 0.961 -1.782 2.197 -0.133
C 1.798 -2.560 3.215 -0.281
C 1.738 -1.858 4.575 -0.125
C 0.277 -1.756 5.026 -0.290
C -0.315 -3.166 5.151 -0.125
C -0.240 -3.880 3.796 -0.286
C 1.222 -3.974 3.348 -0.117
C -1.046 -3.094 2.753 -0.078
C -0.526 -0.958 3.991 -0.081
H -5.715 1.402 -1.065 0.063
H -4.413 0.592 -1.946 0.068
H -4.111 2.139 -1.161 0.065
H -6.240 0.388 1.023 0.088
H -6.802 -0.594 3.083 0.061
H -5.548 -0.489 4.324 0.071
H -5.843 -2.019 3.503 0.071
H -3.211 -1.455 3.398 0.079
H -2.177 0.372 -0.352 0.075
H 1.356 -0.767 2.068 0.079
H 0.993 -2.293 1.230 0.088
H 2.836 -2.618 2.870 0.134
H 2.172 -0.855 4.501 0.102
H 2.325 -2.416 5.314 0.114
H 0.229 -1.252 5.998 0.131
H -1.358 -3.101 5.481 0.116
H 0.236 -3.738 5.906 0.112
H -0.656 -4.888 3.894 0.133
H 1.284 -4.490 2.385 0.121
H 1.805 -4.552 4.076 0.114
H -2.102 -3.088 3.026 0.102
H -0.964 -3.579 1.775 0.124
H -0.103 0.047 3.867 0.119
H -1.552 -0.829 4.340 0.103
S 0.784 -4.965 -1.617 0.378
C 1.610 -3.551 -1.461 -1.076
N 2.183 -2.536 -1.338 -0.166

---

# 3
65
Properties=species:S:1:pos:R:3:lowdin_charge:R:1 method="wB97M-V/def2-TZVPD" charge=+1 homo_lumo_gap_ev="5.63 / 3.91" lumo_ev="-4.98 / -6.03" fmax_ev_per_a=2.49 relative_energy_ev=0.0000 e_tot_ev=-37330.259
O -3.174 -3.360 -2.183 -0.158
C -4.499 -3.342 -1.566 -0.173
C -4.982 -4.598 -2.276 -0.066
H -5.041 -2.434 -1.860 0.121
H -4.445 -3.445 -0.474 0.119
C -3.568 -4.573 -2.917 -0.555
H -5.804 -4.411 -2.975 0.117
H -5.175 -5.427 -1.584 0.118
C -3.575 -4.258 -4.399 -0.021
H -4.214 -3.390 -4.609 0.093
H -3.947 -5.114 -4.978 0.096
H -2.551 -4.031 -4.714 0.089
C -2.699 -5.768 -2.558 -0.017
H -2.683 -5.955 -1.475 0.091
H -1.676 -5.585 -2.909 0.087
H -3.077 -6.677 -3.054 0.098
Pb 1.440 1.250 0.834 1.571
C 3.623 0.213 3.112 -0.164
C 2.673 0.897 3.927 -0.180
C 1.435 0.203 3.847 -0.174
H 2.881 1.752 4.565 0.089
C 1.621 -0.926 2.991 -0.234
C 2.976 -0.912 2.536 -0.185
H 3.454 -1.676 1.919 0.100
H 4.681 0.468 3.010 0.102
H 0.532 0.451 4.407 0.099
H 0.890 -1.710 2.789 0.091
C 4.066 2.441 -0.629 -0.141
C 4.181 1.025 -0.721 -0.112
C 3.102 0.545 -1.522 -0.151
H 5.000 0.432 -0.318 0.115
C 2.309 1.673 -1.922 -0.193
C 2.913 2.847 -1.364 -0.127
H 2.602 3.873 -1.538 0.115
H 4.791 3.102 -0.163 0.095
H 2.958 -0.484 -1.848 0.115
H 1.456 1.648 -2.595 0.106
O -0.835 0.075 -0.463 -0.302
C -0.512 -1.315 -0.728 -0.194
C -1.713 -2.140 -0.309 -0.155
H 0.383 -1.612 -0.151 0.102
H -0.268 -1.441 -1.798 0.130
C -2.872 -1.119 -0.173 -0.152
H -1.565 -2.639 0.661 0.124
H -1.882 -2.914 -1.052 0.084
C -2.096 0.104 0.269 -0.194
H -3.637 -1.431 0.541 0.119
H -3.353 -0.950 -1.147 0.115
H -1.892 0.010 1.354 0.123
H -2.585 1.069 0.086 0.123
C 3.927 4.001 2.690 0.000
C 2.618 4.486 2.220 -0.284
C 2.114 5.802 2.400 0.014
C 0.864 5.841 1.763 0.010
C 0.644 4.551 1.215 -0.324
C -0.549 4.129 0.449 -0.026
N 1.701 3.731 1.524 -0.031
H 4.420 4.809 3.255 0.097
H 4.590 3.725 1.856 0.078
H 3.821 3.138 3.362 0.062
H 2.651 6.569 2.947 0.119
H 0.157 6.655 1.695 0.118
H -1.372 3.883 1.139 0.108
H -0.870 4.972 -0.180 0.103
H -0.362 3.264 -0.210 0.053

---

# 4
105
Properties=species:S:1:pos:R:3:lowdin_charge:R:1 method="wB97M-V/def2-TZVPD" charge=0 homo_lumo_gap_ev=8.05 lumo_ev=-0.17 fmax_ev_per_a=3.09 relative_energy_ev=1.1133 e_tot_ev=-46712.877
Li -1.317 -3.601 1.453 0.744
C -0.214 0.306 0.344 -0.077
C -0.771 -1.051 -0.101 -0.455
O -1.545 -1.682 0.864 -0.404
H 0.576 0.186 1.085 0.057
H -0.998 0.905 0.807 0.044
H 0.196 0.942 -0.441 0.048
H 0.079 -1.613 -0.489 0.076
H -1.413 -0.940 -0.975 0.056
C 1.396 3.331 -2.091 -0.054
C 0.490 4.290 -2.784 -0.501
C 0.853 5.810 -2.448 -0.040
O 0.545 4.128 -4.190 -0.056
H 1.407 3.672 -1.056 0.078
H 2.354 3.472 -2.591 0.095
H 0.985 2.323 -2.148 0.047
H -0.555 4.236 -2.477 0.116
H 0.824 5.899 -1.362 0.065
H 0.098 6.499 -2.825 0.066
H 1.775 6.168 -2.908 0.073
H 0.007 3.352 -4.366 0.000
C -0.271 -0.068 -3.769 -0.006
C -1.314 1.083 -4.117 -0.450
C -1.984 1.781 -2.983 -0.048
O -0.654 1.999 -4.926 -0.045
H 0.063 -0.605 -4.657 0.080
H -0.692 -0.771 -3.050 0.036
H 0.598 0.220 -3.177 0.065
H -2.123 0.640 -4.698 0.133
H -1.283 2.262 -2.301 0.060
H -2.711 1.194 -2.422 0.076
H -2.578 2.633 -3.316 0.090
H -1.312 2.584 -5.310 0.115
C -2.758 -2.831 -2.710 -0.042
C -3.906 -2.238 -1.919 -0.567
C -5.253 -2.484 -2.465 -0.059
O -3.884 -2.709 -0.633 -0.039
H -2.716 -2.228 -3.618 0.073
H -2.798 -3.891 -2.960 0.087
H -1.760 -2.619 -2.326 0.051
H -3.780 -1.156 -1.868 0.128
H -5.984 -1.905 -1.903 0.084
H -5.570 -3.524 -2.380 0.089
H -5.328 -2.121 -3.490 0.084
H -3.101 -2.289 -0.270 0.024
C 0.268 1.111 4.155 -0.049
C -0.198 2.585 4.031 -0.476
C 0.179 3.226 2.701 -0.048
O -1.591 2.638 4.135 -0.058
H -0.290 0.479 3.464 0.056
H 0.072 0.608 5.102 0.078
H 1.333 1.057 3.929 0.074
H 0.240 3.056 4.911 0.132
H -0.099 2.590 1.861 0.052
H 1.254 3.314 2.542 0.062
H -0.260 4.214 2.566 0.082
H -1.887 1.945 3.540 0.032
C -5.079 1.762 3.438 -0.047
C -4.257 1.226 2.277 -0.431
C -3.757 2.352 1.302 -0.038
O -3.082 0.494 2.755 -0.091
H -4.499 2.554 3.913 0.080
H -5.292 0.929 4.107 0.081
H -5.995 2.152 2.996 0.080
H -4.777 0.425 1.752 0.130
H -3.340 1.859 0.423 0.059
H -3.081 3.027 1.826 0.070
H -4.535 2.984 0.874 0.070
H -2.745 -0.077 2.062 0.044
C 4.893 2.445 -0.218 -0.051
C 4.098 1.673 0.859 -0.504
C 3.755 0.228 0.482 -0.056
O 4.876 1.719 2.019 -0.041
H 5.921 2.084 -0.251 0.079
H 4.940 3.525 -0.079 0.076
H 4.456 2.216 -1.190 0.065
H 3.150 2.196 0.985 0.116
H 3.106 0.199 -0.393 0.075
H 3.207 -0.265 1.285 0.069
H 4.646 -0.358 0.256 0.074
H 4.732 2.613 2.339 0.091
C 2.027 -3.858 -1.916 -0.031
C 3.323 -4.354 -1.211 -0.439
C 4.146 -3.115 -0.749 -0.050
O 2.917 -4.970 -0.013 -0.089
H 1.510 -4.688 -2.398 0.078
H 2.354 -3.106 -2.634 0.082
H 1.309 -3.438 -1.211 0.059
H 3.891 -5.049 -1.830 0.136
H 3.465 -2.399 -0.289 0.058
H 4.587 -2.624 -1.617 0.083
H 4.874 -3.408 0.007 0.080
H 3.607 -5.468 0.432 0.095
C 2.509 -4.808 3.200 -0.036
C 1.023 -4.312 3.101 -0.403
C 0.862 -2.823 3.472 -0.048
O 0.577 -4.381 1.712 -0.132
H 3.133 -4.063 2.706 0.074
H 2.699 -5.739 2.667 0.072
H 2.924 -4.923 4.202 0.084
H 0.376 -4.924 3.730 0.128
H -0.074 -2.386 3.125 0.056
H 1.667 -2.257 3.004 0.080
H 0.925 -2.650 4.546 0.086
H 1.335 -4.635 1.180 0.042

---

# 5
44
Properties=species:S:1:pos:R:3:lowdin_charge:R:1 method="wB97M-V/def2-TZVPD" charge=0 homo_lumo_gap_ev=8.25 lumo_ev=-0.34 fmax_ev_per_a=0.72 smiles="CCN(CC)C(=S)SCCCOC(=O)OCCC(F)(F)F.O" e_tot_ev=-52303.764
C -4.384 -0.074 -1.220 -0.068
C -3.782 -1.230 -0.405 -0.272
N -2.617 -1.821 -1.072 -0.230
C -2.994 -2.528 -2.315 -0.237
C -2.244 -2.046 -3.556 -0.072
C -1.865 -2.634 -0.170 -1.130
S -2.523 -3.807 0.740 0.704
S -0.176 -2.262 0.146 0.916
C 0.548 -1.728 -1.416 -0.460
C 0.286 -0.259 -1.780 -0.217
C 1.042 0.680 -0.860 -0.164
O 2.397 0.763 -1.366 0.049
C 3.197 1.700 -0.860 -0.578
O 4.161 2.117 -1.443 0.152
O 2.798 2.121 0.361 0.007
C 3.876 2.464 1.243 -0.120
C 3.254 3.043 2.513 -0.028
C 3.414 2.150 3.708 -0.618
F 2.856 2.697 4.807 0.134
F 4.706 1.902 3.993 0.142
F 2.808 0.950 3.526 0.127
H -4.114 0.889 -0.793 0.070
H -4.065 -0.114 -2.259 0.059
H -5.471 -0.147 -1.199 0.073
H -3.469 -0.850 0.566 0.113
H -4.558 -1.973 -0.200 0.095
H -4.057 -2.360 -2.492 0.113
H -2.866 -3.605 -2.198 0.108
H -1.200 -2.337 -3.511 0.049
H -2.694 -2.462 -4.457 0.077
H -2.303 -0.959 -3.599 0.068
H 1.622 -1.848 -1.256 0.080
H 0.294 -2.408 -2.223 0.060
H -0.779 -0.052 -1.707 0.096
H 0.655 -0.094 -2.793 0.125
H 1.033 0.320 0.166 0.111
H 0.596 1.673 -0.907 0.135
H 4.514 3.207 0.771 0.133
H 4.468 1.574 1.456 0.142
H 2.192 3.209 2.345 0.143
H 3.686 4.010 2.763 0.137
O 0.233 0.880 5.622 -0.055
H 0.576 0.353 6.349 0.036
H 0.950 0.900 4.981 -0.002

---

# 6
17
Properties=species:S:1:pos:R:3:lowdin_charge:R:1 method="wB97M-V/def2-TZVPD" charge=0 homo_lumo_gap_ev=10.64 lumo_ev=0.83 fmax_ev_per_a=2.43 smiles=C[C@@H]1[C@H](O)C[C@@H]1O relative_energy_ev=2.0594 e_tot_ev=-9440.984
C -1.527 -0.518 -0.541 -0.069
C -0.660 0.133 0.511 -0.234
C 0.677 -0.726 0.795 -0.345
O 0.573 -2.073 0.470 -0.012
C 1.432 0.190 -0.155 -0.068
C 0.311 1.218 -0.016 -0.366
O 0.015 1.866 -1.228 -0.017
H -2.233 0.184 -0.987 0.075
H -2.110 -1.347 -0.134 0.082
H -0.924 -0.920 -1.353 0.083
H -1.292 0.457 1.365 0.138
H 0.765 -0.517 1.863 0.144
H 1.324 -2.587 0.789 0.102
H 2.451 0.503 0.078 0.111
H 1.397 -0.253 -1.156 0.129
H 0.542 1.944 0.778 0.148
H -0.741 2.447 -1.078 0.098

---

# 7
61
Properties=species:S:1:pos:R:3:lowdin_spin:R:1 method="wB97M-V/def2-TZVPD" charge=0 homo_lumo_gap_ev="7.50 / 6.46" lumo_ev="0.35 / -1.10" fmax_ev_per_a=3.32 relative_energy_ev=0.4639 s_squared=6.0112 e_tot_ev=-59459.041 spin_multiplicity=5
O 1.213 1.031 -0.422 0.328
C 1.168 1.489 -1.714 0.027
C 1.202 3.024 -1.667 0.014
C 0.879 3.719 -0.512 0.004
H 0.592 3.185 0.390 0.002
C 0.861 5.113 -0.513 0.000
H 0.570 5.625 0.402 0.000
C 1.196 5.802 -1.678 0.000
H 1.184 6.890 -1.688 0.000
C 1.558 5.102 -2.838 0.001
H 1.827 5.628 -3.753 0.000
C 1.565 3.711 -2.827 0.002
H 1.815 3.110 -3.701 0.000
H 2.079 1.153 -2.253 0.010
C 0.202 -0.513 -2.938 0.000
C 0.019 0.918 -2.542 0.002
H -0.418 -0.833 -3.781 0.000
H -0.061 -1.173 -2.110 0.000
H 1.250 -0.714 -3.150 0.000
C -1.091 1.628 -2.751 -0.002
C -2.374 1.168 -3.375 0.003
H -1.142 2.653 -2.387 0.000
H -2.618 1.758 -4.262 0.000
H -3.219 1.308 -2.695 0.002
H -2.338 0.124 -3.664 0.001
Rh -0.219 -0.109 0.541 2.829
Cl -1.163 1.764 1.516 0.256
Cl -2.146 -0.370 -0.805 0.222
C -2.634 -1.200 1.719 0.007
O -1.405 -1.424 1.656 0.085
N -3.439 -1.912 2.478 0.004
C -2.971 -3.156 3.055 0.001
C -4.799 -1.479 2.763 0.001
H -3.134 -0.408 1.124 0.002
H -1.918 -3.313 2.824 0.000
H -3.555 -3.985 2.649 0.000
H -3.119 -3.138 4.136 0.000
H -4.907 -0.456 2.381 0.000
H -4.979 -1.494 3.844 0.000
H -5.527 -2.127 2.259 0.000
H 1.664 -5.022 -0.418 0.000
H 4.216 -4.135 -0.052 0.000
C 1.667 -4.209 -1.147 0.001
C 3.929 -3.287 -0.687 0.002
N 2.487 -3.103 -0.694 0.009
H 0.643 -3.887 -1.321 0.000
C 1.941 -1.977 -0.247 0.010
O 0.689 -1.884 -0.098 0.086
H 4.385 -2.371 -0.299 0.000
H 2.610 -1.132 -0.036 0.000
H 2.097 -4.604 -2.067 0.000
H 4.294 -3.479 -1.703 0.000
C 1.364 0.311 4.501 0.003
C 0.601 -0.316 3.362 0.002
O 1.248 -0.018 2.075 0.081
H 2.395 -0.038 4.498 0.000
H 0.884 0.029 5.442 0.001
H 1.330 1.396 4.411 0.000
H 0.541 -1.403 3.399 0.000
H -0.423 0.088 3.336 0.000
H 1.435 0.939 2.036 0.001